P) Entry from the OMol25 dataset: a 2-piece molecular cluster, C2H3Br2O2Si overall (the ωB97M-V functional and the def2-TZVPD basis).

Computed properties:
- LUMO: 0.11279 Eh
- Multiplicity: 1
- HOMO-LUMO gap: 0.2386 Eh
- Total charge: -1
- Highest occupied orbital energy: -3.4 eV

CARTESIAN COORDINATES (ANGSTROEM)
C (-1.37, -2.50, -0.12)
C (-0.19, 1.29, 0.06)
O (-1.25, -2.06, -1.16)
O (-1.51, -3.02, 0.90)
Si (1.42, 0.91, -0.87)
Br (2.86, 2.43, 0.39)
Br (1.82, -1.15, 0.23)
H (-0.57, 2.29, 0.18)
H (-0.94, 0.93, -0.69)
H (-0.28, 0.88, 1.08)

Here are the Mulliken charges for atoms 1 to 2, given in e: number 1, C, carries 0.701; number 2, C, carries -1.019

***

Q) Entry from the OMol25 dataset: an isolated ion of composition C2H3Br2O2Si and charge -1 (the ωB97M-V functional and the def2-TZVPD basis).

Computed properties:
- LUMO: 0.11347 Eh
- Multiplicity: 1
- HOMO-LUMO gap: 0.2824 Eh
- Total charge: -1
- SMILES string: C[Si](Br)(Br)C(=O)[O-]
- Highest occupied orbital energy: -4.6 eV

CARTESIAN COORDINATES (ANGSTROEM)
C (-1.19, -0.53, -0.60)
Si (0.87, -0.06, -0.11)
Br (1.70, -2.30, -0.18)
Br (1.77, 0.50, -2.10)
C (0.62, 1.17, 1.56)
O (-0.21, 1.98, 1.17)
O (1.07, 0.85, 2.63)
H (-2.06, -0.51, 0.15)
H (-1.24, 0.34, -1.22)
H (-1.34, -1.45, -1.30)

Here are the Mulliken charges for atoms 1 to 2, given in e: number 1, C, carries -0.973; number 2, Si, carries 0.513

***

Which structure loses on stability? Q) does.

***

P) Entry from the OMol25 dataset: C5H11N4 as an isolated structure (the ωB97M-V functional and the def2-TZVPD basis).

Computed properties:
- LUMO: -0.11853 Eh
- Multiplicity: 1
- HOMO-LUMO gap: 0.3195 Eh
- Total charge: +1
- Highest occupied orbital energy: -11.9 eV

CARTESIAN COORDINATES (ANGSTROEM)
C (1.82, 0.84, -0.12)
C (1.39, -1.57, -0.22)
C (0.51, 1.17, -0.01)
C (-0.72, -0.36, -0.12)
C (-1.46, -0.37, 1.23)
N (2.16, -0.49, -0.12)
N (0.09, -1.55, -0.31)
N (-0.27, 2.24, -0.10)
N (-1.58, -0.24, -1.22)
H (2.67, 1.51, -0.10)
H (1.93, -2.58, -0.28)
H (-1.96, 0.50, 1.50)
H (-0.85, -0.53, 2.14)
H (-2.21, -1.11, 1.28)
H (3.19, -0.62, 0.07)
H (-0.42, -2.41, -0.08)
H (0.23, 3.06, -0.45)
H (-1.18, 2.28, 0.30)
H (-1.01, -0.11, -2.05)
H (-2.33, 0.34, -1.33)

Here are the Mulliken charges for atoms 1 to 2, given in e: number 1, C, carries -0.469; number 2, C, carries -0.021

***

Q) Entry from the OMol25 dataset: an isolated ion of composition C5H11N4 and charge +1 (the ωB97M-V functional and the def2-TZVPD basis).

Computed properties:
- LUMO: -0.11466 Eh
- Multiplicity: 1
- HOMO-LUMO gap: 0.3566 Eh
- Total charge: +1
- SMILES string: CN(C)Cn1c[nH+]cn1
- Highest occupied orbital energy: -12.8 eV

CARTESIAN COORDINATES (ANGSTROEM)
C (-1.42, 1.44, 0.04)
N (-1.57, 0.13, -0.43)
C (-2.15, -0.86, 0.60)
C (-0.57, -0.41, -1.21)
N (0.93, -0.09, -0.43)
C (1.76, -1.05, -0.21)
N (2.78, -0.56, 0.50)
C (2.47, 0.75, 0.73)
N (1.29, 0.98, 0.31)
H (-1.53, 2.16, -0.96)
H (-2.22, 1.75, 0.59)
H (-0.54, 1.67, 0.52)
H (-1.54, -0.84, 1.54)
H (-3.19, -0.63, 0.74)
H (-1.98, -1.92, 0.25)
H (-0.69, -1.41, -1.50)
H (-0.40, 0.30, -2.03)
H (1.70, -1.89, -0.82)
H (3.68, -1.00, 0.66)
H (3.18, 1.48, 1.11)

Here are the Mulliken charges for atoms 1 to 2, given in e: number 1, C, carries -0.922; number 2, N, carries 0.028

***

Which structure loses on stability? Q) does.

***

P) Entry from the OMol25 dataset: a 2-piece molecular cluster, C26H29N3O3 overall (the ωB97M-V functional and the def2-TZVPD basis).

Computed properties:
- LUMO: -0.00199 Eh
- Multiplicity: 1
- HOMO-LUMO gap: 0.3061 Eh
- Highest occupied orbital energy: -8.4 eV

CARTESIAN COORDINATES (ANGSTROEM)
C (-5.68, -1.03, 3.27)
H (-4.81, -1.71, 3.56)
H (-6.40, -0.92, 3.86)
H (-5.26, -0.06, 3.08)
C (-6.20, -1.70, 1.66)
C (-5.16, -1.65, 0.89)
N (-4.59, -2.75, 0.58)
C (-3.56, -2.17, -0.57)
C (-3.65, -0.78, -0.59)
C (-2.78, 0.05, -1.34)
O (-2.25, -0.17, -2.27)
N (-2.89, 1.52, -1.18)
C (-3.19, 1.92, 0.01)
H (-3.91, 2.97, -0.13)
C (-2.02, 2.71, 0.69)
C (-1.35, 3.66, 0.01)
C (-0.82, 2.78, -1.34)
C (0.29, 1.97, -0.96)
O (1.33, 2.56, -0.41)
N (0.28, 0.83, -1.47)
C (1.21, -0.24, -1.54)
C (0.79, -1.40, -1.76)
C (1.79, -2.43, -1.75)
C (2.98, -2.30, -1.07)
C (3.41, -0.92, -1.02)
C (2.60, -0.01, -0.89)
H (2.81, 0.76, -0.54)
C (4.78, -0.71, -0.21)
C (4.80, -0.09, 1.06)
C (6.15, 0.13, 1.60)
C (7.25, -0.33, 0.93)
C (7.08, -1.28, -0.26)
C (5.90, -1.43, -0.69)
H (5.77, -2.22, -1.62)
H (7.96, -1.79, -0.56)
H (8.25, -0.08, 1.46)
C (6.26, 1.03, 2.58)
H (6.08, 0.45, 3.91)
H (7.20, 1.53, 2.83)
H (5.37, 1.94, 2.84)
H (4.08, 0.33, 1.53)
H (3.59, -3.11, -0.90)
H (1.42, -3.57, -2.14)
H (-0.12, -1.78, -2.33)
H (-0.63, 0.53, -2.15)
H (-0.30, 3.60, -2.12)
C (-2.02, 2.19, -1.97)
H (-2.67, 2.96, -2.24)
H (-1.85, 1.83, -3.02)
H (-2.06, 4.59, -0.33)
H (-0.36, 4.13, 0.33)
H (-1.30, 1.98, 1.08)
H (-2.16, 3.32, 1.61)
H (-3.65, 1.32, 0.89)
O (-4.50, -0.49, 0.45)
C (-2.58, -3.03, -0.94)
H (-3.06, -4.19, -1.16)
H (-2.58, -2.81, -2.13)
H (-1.62, -3.02, -0.65)
H (-6.85, -0.85, 1.73)
H (-6.57, -2.59, 1.81)

Here are the Mulliken charges for atoms 1 to 2, given in e: number 1, C, carries -1.178; number 2, H, carries 0.281

***

Q) Entry from the OMol25 dataset: one molecule with the formula C26H29N3O3 (the ωB97M-V functional and the def2-TZVPD basis).

Computed properties:
- LUMO: 0.02455 Eh
- Multiplicity: 1
- HOMO-LUMO gap: 0.3348 Eh
- SMILES string: CC(C)c1ccc(N(C(=O)c2ccco2)[C@@H](C(=O)NC2CCCC2)c2ccncc2)cc1
- Highest occupied orbital energy: -8.4 eV

CARTESIAN COORDINATES (ANGSTROEM)
C (3.09, -4.84, -1.19)
C (3.44, -3.37, -1.45)
C (4.49, -2.88, -0.46)
C (2.21, -2.51, -1.39)
C (1.45, -2.41, -0.23)
C (0.34, -1.60, -0.16)
C (-0.05, -0.87, -1.28)
N (-1.15, 0.03, -1.21)
C (-2.19, 0.01, -2.09)
O (-2.96, 0.95, -2.21)
C (-2.35, -1.24, -2.86)
C (-2.12, -2.55, -2.54)
C (-2.60, -3.31, -3.63)
C (-3.09, -2.40, -4.53)
O (-2.95, -1.16, -4.07)
C (-1.03, 1.19, -0.34)
C (-1.57, 0.92, 1.07)
O (-1.86, -0.18, 1.48)
N (-1.68, 2.05, 1.80)
C (-2.13, 2.07, 3.17)
C (-1.01, 2.57, 4.11)
C (-1.58, 3.78, 4.85)
C (-2.64, 4.33, 3.90)
C (-3.29, 3.06, 3.36)
C (0.40, 1.66, -0.32)
C (1.27, 1.33, 0.71)
C (2.60, 1.74, 0.61)
N (3.08, 2.42, -0.40)
C (2.25, 2.74, -1.38)
C (0.91, 2.39, -1.39)
C (0.69, -0.96, -2.45)
C (1.80, -1.78, -2.50)
H (2.70, -4.97, -0.18)
H (3.98, -5.46, -1.30)
H (2.34, -5.18, -1.89)
H (3.86, -3.30, -2.46)
H (4.14, -2.97, 0.56)
H (5.41, -3.46, -0.56)
H (4.73, -1.83, -0.65)
H (1.74, -2.97, 0.65)
H (-0.25, -1.53, 0.74)
H (-1.69, -2.93, -1.64)
H (-2.59, -4.37, -3.73)
H (-3.54, -2.52, -5.50)
H (-1.68, 1.96, -0.80)
H (-1.42, 2.93, 1.39)
H (-2.42, 1.04, 3.40)
H (-0.14, 2.87, 3.51)
H (-0.68, 1.79, 4.80)
H (-2.06, 3.46, 5.78)
H (-0.82, 4.51, 5.10)
H (-3.35, 4.98, 4.39)
H (-2.16, 4.88, 3.09)
H (-3.83, 3.21, 2.43)
H (-3.99, 2.66, 4.10)
H (0.93, 0.76, 1.56)
H (3.31, 1.49, 1.39)
H (2.68, 3.31, -2.20)
H (0.27, 2.67, -2.22)
H (0.39, -0.39, -3.32)
H (2.37, -1.84, -3.42)

Here are the Mulliken charges for atoms 1 to 2, given in e: number 1, C, carries -1.471; number 2, C, carries -0.044

***

Which structure loses on stability? P) does.